No. 1
ORCA calculation (the ωB97M-V functional and the def2-TZVPD basis) on the ion C5H8O3 with charge -2 at a distorted geometry.

ORCA input file:
```
! RIJCOSX wB97M-V def2-TZVPD def2/J DEFGRID3
* xyz -2 1
O -0.424 3.693 0.252
C 0.243 2.649 0.480
O 1.120 2.492 1.363
C -0.051 1.369 -0.367
C 0.591 0.065 0.016
C -0.227 -1.108 0.623
C -0.514 -2.223 -0.444
O -1.146 -3.334 -0.031
H -1.126 1.228 -0.509
H 0.314 1.525 -1.411
H 1.103 -0.336 -0.861
H 1.448 0.272 0.668
H -1.184 -0.744 1.004
H 0.447 -1.468 1.397
H -1.043 -1.644 -1.216
H 0.450 -2.437 -0.964
*
```

The value obtained for the total energy is -11455.4377 eV. The orbital gap comes out at 6.404 eV. The calculation puts the energy above the lowest of the compared OMol25 structures with the same formula, charge and spin at 0.337 eV. As for the HOMO energy: 0.444 eV.

No. 2
ORCA calculation (the ωB97M-V functional and the def2-TZVPD basis) on the molecule C5H8O3 at a distorted geometry.

ORCA input file:
```
! RIJCOSX wB97M-V def2-TZVPD def2/J DEFGRID3
* xyz 0 1
C 0.645 1.503 -0.583
C 0.572 0.386 0.408
C -0.272 0.632 1.629
C 0.606 -0.971 -0.238
O 1.572 -1.508 -0.815
C -0.823 -1.456 -0.651
O -1.864 -1.250 -0.066
O -0.815 -2.129 -1.810
H -0.237 1.468 -1.235
H 1.512 1.376 -1.243
H 0.722 2.488 -0.115
H 1.580 -0.265 0.861
H 0.199 1.394 2.261
H -0.388 -0.280 2.221
H -1.269 0.995 1.361
H -1.740 -2.382 -1.988
*
```

The value obtained for the total energy is -11455.3793 eV. The orbital gap comes out at 9.455 eV. The calculation puts the energy above the lowest of the compared OMol25 structures with the same formula, charge and spin at 2.140 eV. As for the HOMO energy: -9.753 eV.